# 1
The following is a DFT calculation (ωB97M-V with the def2-TZVPD basis set) of 10 unconnected molecules or ions with the total composition C20H60O10S in a non-equilibrium geometry.

Structure (ORCA input):
```
! wB97M-V def2-TZVPD RIJCOSX def2/J DEFGRID3
* xyz 0 1
C 0.47387 -3.10325 -5.68158
C 0.46983 -1.75353 -4.92178
O -0.50700 -1.63672 -3.92513
H 0.53644 -3.77396 -4.76295
H 1.33234 -3.34018 -6.48817
H -0.35771 -3.33376 -6.25046
H 0.33965 -0.72127 -5.59725
H 1.50223 -1.65334 -4.44704
H -0.16637 -1.00982 -3.22564
C 0.96797 5.07917 0.61739
C 1.04378 5.96298 1.90712
O 1.11829 5.12442 2.94421
H 0.16729 4.34047 0.67064
H 1.95232 4.67876 0.52965
H 0.72487 5.78080 -0.22806
H 0.14914 6.39143 2.13270
H 2.03729 6.56415 2.16957
H 0.99708 5.54859 3.67385
C 3.66538 -1.87202 -2.11781
C 4.31549 -1.41297 -3.36395
O 4.51850 -2.46030 -4.41896
H 4.45874 -2.39714 -1.51170
H 2.86050 -2.58796 -2.14902
H 3.48303 -1.20740 -1.37411
H 5.44100 -1.09065 -3.12513
H 3.80962 -0.55680 -3.90555
H 5.44622 -2.41288 -4.79097
C -1.92410 3.24125 4.13000
C -2.39236 2.64793 5.44560
O -3.27055 1.46968 5.23945
H -1.14794 3.99847 4.36508
H -2.73342 3.83028 3.82492
H -1.75547 2.49080 3.39055
H -3.00549 3.44694 6.07011
H -1.56748 2.40333 6.11114
H -3.45815 0.98402 6.02126
C -4.28286 -0.36685 -0.72858
C -4.85812 -1.71700 -0.62029
O -6.23174 -1.64042 -0.12143
H -3.26029 -0.30791 -1.31870
H -4.11940 -0.09629 0.23162
H -5.00965 0.18444 -1.39040
H -4.25036 -2.40249 0.28366
H -4.99051 -2.21590 -1.52945
H -6.36091 -2.44337 0.44808
C 0.94962 -4.26461 1.45373
C 1.17004 -5.29924 0.45227
O 1.11965 -4.78914 -0.89199
H 1.33763 -4.60185 2.53381
H -0.25290 -4.18828 1.50302
H 1.36546 -3.29794 1.14885
H 0.67242 -6.17940 0.41424
H 2.20863 -5.55458 0.81330
H 1.77189 -5.20334 -1.41010
C -1.85591 -1.76815 3.14219
C -3.29305 -1.89678 3.61425
O -3.34873 -2.89229 4.55181
H -1.44740 -2.51824 2.41556
H -1.03794 -2.07347 3.96553
H -1.60050 -0.75977 2.63956
H -3.84598 -2.25837 2.75024
H -3.83436 -1.02375 4.12298
H -4.30897 -3.29523 4.63674
C 2.36535 0.21408 3.28250
C 1.75997 1.54645 3.57314
O 1.25311 2.32734 2.44912
H 1.71814 -0.69481 2.82949
H 2.73743 -0.28673 4.19131
H 3.31885 0.22628 2.62427
H 2.81393 1.89522 4.15302
H 0.99818 1.15765 4.18325
H 1.07322 3.19990 2.82264
C 1.60469 3.38552 -5.87161
C 1.06215 2.28772 -4.96869
O 2.03731 1.68156 -4.25977
H 2.27135 4.18097 -5.30247
H 0.86901 4.03702 -6.54437
H 2.30888 3.08263 -6.59943
H 0.38940 1.59850 -5.40493
H 0.59220 2.72960 -4.22557
H 1.79173 0.98697 -3.62476
C 0.08488 -1.06161 -0.10523
S 0.62089 0.46429 -0.80963
O 0.33628 0.36508 -2.31404
C -0.65453 1.43077 -0.12326
H -0.93810 -1.39433 -0.39285
H 0.20961 -0.98635 1.01844
H 0.46133 -1.99960 -0.62830
H -1.64695 1.31238 -0.59498
H -0.58564 2.50333 -0.38962
H -0.78324 1.02087 0.96382
*
```

Atom charges from the Löwdin analysis, given in e for atoms 1 to 8: C -0.09; C -0.36; O -0.13; H 0.09; H 0.12; H 0.02; H 0.14; H 0.10



# 2
The following is a DFT calculation (ωB97M-V with the def2-TZVPD basis set) of 10 unconnected molecules or ions with the total composition C20H60O15 in a non-equilibrium geometry.

Structure (ORCA input):
```
! wB97M-V def2-TZVPD RIJCOSX def2/J DEFGRID3
* xyz 0 1
C 2.07584 3.72330 -2.36637
C 3.22486 2.96856 -1.72750
O 3.85222 3.84842 -0.80063
H 1.44450 4.11713 -1.56953
H 1.46060 3.06128 -2.97985
H 2.44370 4.52078 -3.00845
H 3.92953 2.61509 -2.48761
H 2.85884 2.07202 -1.21385
H 4.77779 3.63440 -0.66383
C 0.12774 -2.80593 4.39108
C 0.58976 -2.52768 2.98076
O -0.56603 -2.45506 2.14651
H -0.19240 -3.84779 4.47994
H -0.71424 -2.16043 4.62868
H 0.94246 -2.71012 5.10935
H 1.27945 -3.29597 2.61072
H 1.10993 -1.56014 2.93191
H -0.31064 -2.05446 1.30671
C 0.41415 -5.68570 -1.85040
C -0.20541 -4.54696 -1.06893
O 0.15319 -3.31587 -1.70537
H 1.48108 -5.74287 -1.63465
H 0.31382 -5.51694 -2.92230
H -0.10309 -6.60394 -1.57646
H 0.15776 -4.55707 -0.03825
H -1.29588 -4.63006 -1.09683
H -0.19251 -2.55756 -1.21330
C -4.11231 -3.20686 -0.24287
C -3.47393 -1.83740 -0.20280
O -4.36322 -0.87477 -0.73812
H -5.04532 -3.18798 0.32034
H -3.46167 -3.95424 0.21369
H -4.30687 -3.50557 -1.27431
H -2.49852 -1.82346 -0.71562
H -3.24909 -1.57217 0.84349
H -3.98175 -0.00783 -0.52985
C -1.10293 1.23464 3.40625
C -1.56378 2.18245 4.49796
O -0.99224 1.78994 5.74612
H -0.01528 1.28706 3.31661
H -1.56190 1.48851 2.45069
H -1.35401 0.20941 3.68259
H -2.65425 2.22623 4.52857
H -1.19457 3.18960 4.27886
H -1.70300 1.59719 6.36075
C 3.75769 -2.62236 -0.37524
C 3.55496 -1.12804 -0.40945
O 2.78966 -0.72121 -1.52089
O 4.38601 -2.98577 -1.60733
H 2.82287 -3.16917 -0.20339
H 4.42718 -2.88919 0.45275
H 4.55255 -0.67213 -0.40068
H 3.03335 -0.85179 0.50983
H 3.17844 -1.09035 -2.32438
H 4.45470 -3.94348 -1.62714
C 2.27135 2.80688 1.97000
C 1.94750 4.26599 1.75658
O 0.83563 4.66526 2.52567
O 2.63469 2.50277 3.30879
H 3.05733 2.43799 1.30841
H 1.40998 2.19450 1.65158
H 1.70650 4.33513 0.69622
H 2.85750 4.84191 1.95328
H 1.04273 4.46973 3.44601
H 1.85530 2.24700 3.81057
C -3.66518 2.83873 0.46893
C -4.24612 3.82175 -0.51325
O -3.25520 4.46572 -1.31355
O -3.27470 1.61352 -0.14130
H -4.40762 2.58824 1.22614
H -2.78068 3.28988 0.94412
H -4.84842 4.59337 -0.01580
H -4.92564 3.32109 -1.20430
H -2.56412 4.77784 -0.72077
H -2.55798 1.75865 -0.78562
C -0.30092 0.26124 0.22870
C -0.10426 1.38158 -0.76600
O -1.10879 1.32291 -1.78057
O 0.17727 -0.97786 -0.29273
H -1.34204 0.16094 0.52688
H 0.26139 0.50888 1.13924
H 0.88874 1.27156 -1.21282
H -0.25587 2.35510 -0.29846
H -1.06144 0.46774 -2.23682
H 0.98610 -0.80464 -0.79705
C 0.50020 -1.62991 -4.89535
C -0.36507 -0.51464 -4.34576
O -1.37473 -0.96706 -3.43793
O 1.38871 -2.20825 -3.97907
H 1.04294 -1.24390 -5.75939
H -0.16706 -2.42855 -5.26563
H -0.84221 -0.04917 -5.21947
H 0.25454 0.24410 -3.86704
H -1.93468 -1.54122 -3.96976
H 0.88454 -2.59248 -3.24064
*
```

Results
- SMILES = OCCO.OCCO.OCCO.OCCO.OCCO.CCO.CCO.CCO.CCO.CCO

Atom charges from the Löwdin analysis, given in e for atoms 1 to 8: C -0.07; C -0.31; O -0.08; H 0.06; H 0.07; H 0.08; H 0.12; H 0.08



Energy relative to the best compared isomer or geometry (same formula, charge and spin) readings, ordered: 0.00; 0.00 kcal/mol